Entry 1:
C20H15BiBr2N4O2S2 | the ωB97M-V functional and the def2-TZVPD basis

Geometry (Å):
C  -3.718  -1.076  2.613
S  -0.067  -1.035  -4.465
H  0.404  1.385  2.374
N  -2.824  -0.032  0.682
C  1.860  1.605  0.825
C  -4.715  -0.098  2.675
O  -0.226  0.678  0.172
H  -3.734  -1.888  3.321
H  -0.166  0.693  -6.114
C  1.059  0.884  -0.130
C  3.220  3.232  2.624
S  2.169  0.867  -4.074
H  1.226  -4.424  0.920
Br  0.475  -4.626  3.816
C  1.344  1.843  2.112
C  0.927  -0.109  -3.384
H  0.378  -0.858  -6.804
C  3.120  2.147  0.472
C  -1.240  -2.746  2.528
C  -3.748  0.919  0.752
N  1.555  0.486  -1.263
C  -2.767  -1.003  1.602
C  0.497  -0.162  -5.974
C  -0.070  -2.948  0.079
C  -0.173  -3.631  2.364
C  3.764  2.988  1.385
H  -1.703  -2.648  3.496
H  2.626  -0.588  -5.922
C  2.017  2.637  3.003
C  -1.666  -1.969  1.460
H  0.345  -3.011  -0.914
H  3.722  3.892  3.312
N  -1.055  -2.062  0.260
C  0.405  -3.746  1.094
H  4.706  3.424  1.088
O  3.714  1.912  -0.694
Br  -6.049  -0.202  3.998
H  -3.695  1.689  -0.004
N  0.692  -0.143  -2.095
C  -4.714  0.940  1.738
H  3.195  1.282  -1.229
Bi  -1.407  -0.329  -1.212
H  1.620  2.810  3.989
H  -5.458  1.720  1.771
H  2.215  1.055  -6.462
C  1.939  0.248  -5.783

Cartesian forces (eV/Å) of the 2 atoms listed first:
-0.0609 0.1737 -0.1613
0.2600 -0.0531 -0.0620

Energy above the lowest of the compared OMol25 structures with the same formula, charge and spin ... 0.237 eV
E_HOMO ... -13.0812 eV
Net charge ... +2

Löwdin atomic charge list, values in e, 8 entries:
1 C -0.017
2 S 0.922
3 H 0.107
4 N -0.090
5 C -0.091
6 C -0.627
7 O -0.272
8 H 0.118

***

Entry 2:
C4H8O3 | the ωB97M-V functional and the def2-TZVPD basis

Geometry (Å):
H  -1.914  0.569  -1.319
H  -0.864  -1.543  -0.497
C  -0.105  -1.006  0.077
O  -1.628  0.387  1.286
H  0.082  -1.536  1.017
C  2.216  -0.707  -0.111
H  -1.388  2.134  -0.665
H  -0.271  1.164  -1.655
C  -1.063  1.117  -0.901
C  -0.561  0.428  0.354
H  0.289  0.986  0.767
H  -1.249  0.206  2.155
O  2.320  -0.383  1.045
H  3.054  -0.773  -0.820
O  1.082  -1.042  -0.733

Cartesian forces (eV/Å) of the 2 atoms listed first:
0.1028 0.0635 0.0657
0.1006 0.0788 0.0923

Energy above the lowest of the compared OMol25 structures with the same formula, charge and spin ... 0.952 eV
E_HOMO ... -10.4438 eV

Löwdin atomic charge list, values in e, 8 entries:
1 H 0.089
2 H 0.138
3 C -0.125
4 O -0.026
5 H 0.132
6 C -0.343
7 H 0.085
8 H 0.085

***

Result set for HOMO-LUMO gap: 5.858; 11.290 eV, one per record in the order listed.